The following is a DFT calculation (wB97M-V/def2-TZVPD) of a structure of composition C27H20BrN2O4RuS2.

Geometry as XYZ:
```
57
Properties=species:S:1:pos:R:3:forces:R:3
Ru 0.1088 0.3278 -0.0573 0.10 -0.45 0.25
Br -0.1042 -2.5458 7.0509 0.09 -0.15 -0.13
S 3.1772 1.7671 0.2728 0.39 -0.62 -0.47
S 4.6053 -0.3502 -1.2614 0.81 0.05 -0.41
O 2.3226 -3.0451 -3.7910 -0.09 -0.27 -0.15
O 0.0233 -0.9712 1.7089 -0.19 -0.05 0.69
O -0.3494 -0.9510 -1.3919 0.20 -0.60 -0.30
O 0.5185 1.1341 1.7281 -0.29 0.26 0.49
N 1.9826 -0.2459 -0.8907 0.08 -0.59 -0.92
N 1.8632 -1.3455 -1.7843 0.53 0.19 0.64
C 1.0587 -3.4559 -3.6029 -0.39 -0.78 0.48
C 3.1505 0.2975 -0.7183 -1.51 0.28 0.81
C -5.2726 1.7459 -0.5549 -0.67 0.42 0.36
C -1.1143 3.8571 -1.7632 1.23 -1.02 0.28
C 0.2322 0.2320 6.6016 -0.16 -0.57 0.05
C 4.9716 1.6948 0.5125 -0.10 -0.35 -1.06
C 0.6277 -1.7093 -1.9324 -1.23 0.67 0.12
C 5.5650 1.1259 -0.7918 0.71 -0.76 1.46
C -4.5542 2.8677 -0.9041 -0.71 -0.05 -0.21
C -0.3891 2.7235 -1.2690 -1.13 0.05 -0.25
C -4.6146 0.5559 -0.2326 0.00 -0.56 0.03
C -1.0935 1.6766 -0.6811 -0.19 0.48 -0.62
C 0.2460 0.0992 3.8680 -0.29 1.42 0.26
C 0.3268 1.4273 5.8893 -0.03 -0.20 0.26
C -3.2554 0.4986 -0.2198 1.36 -0.66 -0.03
C 0.0886 -1.0718 4.5800 0.38 -0.83 1.20
C 0.1395 -1.0301 5.9751 -0.39 1.79 -0.07
C 0.3245 1.3747 4.5089 0.55 -0.97 -0.30
C -2.5196 1.6169 -0.6430 0.78 0.84 -0.07
C 0.1492 -2.8702 -2.7196 0.68 1.43 0.72
C -1.1854 -3.3169 -2.5792 0.98 0.32 -0.64
C 0.6340 -4.6001 -4.2669 0.02 -0.05 -1.02
C -3.1593 2.8096 -1.0611 -0.77 0.06 0.45
C -1.5604 -4.4291 -3.2897 -0.48 0.29 0.28
C -0.6511 -5.0698 -4.1382 -0.63 -0.65 0.47
C -2.4536 3.9222 -1.6038 -0.39 -0.25 0.10
C 0.2486 0.0562 2.4143 0.37 -0.07 -0.83
H -6.3681 1.7750 -0.4470 0.64 0.12 -0.22
H 5.2753 2.7041 0.7100 0.40 0.49 -0.01
H -2.6761 -0.4263 0.0490 -0.88 0.89 -0.21
H 6.6159 0.7759 -0.6715 -0.72 0.39 0.00
H 0.1838 0.3009 7.6804 0.12 -0.21 0.03
H -0.5887 4.6088 -2.3048 0.35 0.55 -0.09
H 0.6812 2.6213 -1.4152 0.09 0.33 0.02
H 0.4026 2.3608 6.4726 -0.07 -0.50 -0.64
H -1.8914 -2.7209 -2.0121 0.16 -0.27 0.17
H -0.0105 -2.0468 4.1243 -0.03 0.14 -0.40
H 5.5103 1.8576 -1.5520 -0.02 0.64 -1.01
H 0.4832 2.2632 3.9164 -0.21 0.00 -0.11
H 1.3170 -5.0370 -4.9773 0.15 -0.27 0.04
H -2.5861 -4.7507 -3.1671 0.07 -0.31 -0.26
H -5.0614 3.8143 -1.0870 0.03 -0.25 -0.10
H -2.9948 4.8055 -1.9464 0.00 -0.35 0.13
H -1.0006 -6.0011 -4.6107 0.48 0.62 -0.06
H 5.2006 1.0773 1.3529 0.10 -0.43 0.59
H 2.5681 -2.4342 -3.0807 0.09 0.31 0.07
H -5.1479 -0.3504 0.0039 -0.35 0.05 0.13
```
Positions in Å, forces in eV/Å.

Values from the calculation:
LUMO energy (spin up / spin down): -3.087 / -5.445 eV
energy relative to the best compared isomer or geometry (same formula, charge and spin): 0.00 kJ/mol
⟨S²⟩: 6.040
max |F|: 1.83 eV Å⁻¹
HOMO energy (spin up / spin down): -10.89 / -10.86 eV
2S+1: 5
gap between HOMO and LUMO (spin up / spin down): 7.80 / 5.42 eV
total charge: +1